[1]
{
  "formula": "C5H10O",
  "method": "the ωB97M-V functional and the def2-TZVPD basis",
  "e_above_lowest_ev": 3.203,
  "total_energy_ev": -7391.5623,
  "homo_lumo_gap_ha": 0.3751,
  "e_lumo_ha": 0.037,
  "charge": 0,
  "symbols": ["C", "C", "C", "C", "C", "O", "H", "H", "H", "H", "H", "H", "H", "H", "H", "H"],
  "coordinates": [[0.720, -1.729, -1.160], [-0.258, -0.550, -0.915], [-0.145, 0.347, 0.365], [-1.243, 0.705, 1.524], [1.018, 1.247, 0.346], [-0.219, 1.801, 0.043], [0.638, -2.502, -0.391], [1.770, -1.414, -1.211], [0.494, -2.213, -2.125], [-1.276, -0.936, -0.990], [-0.128, 0.155, -1.752], [-1.828, 1.667, 1.428], [-1.976, -0.079, 1.498], [-0.734, 0.803, 2.483], [1.583, 1.332, -0.578], [1.544, 1.529, 1.254]],
  "mulliken_charge": [-1.073, -0.769, 0.918, -1.147, -0.573, -0.468, 0.328, 0.281, 0.340, 0.326, 0.322, 0.275, 0.356, 0.305, 0.292, 0.286]
}


[2]
{
  "formula": "C5H10O",
  "method": "the ωB97M-V functional and the def2-TZVPD basis",
  "e_above_lowest_ev": 4.678,
  "total_energy_ev": -7390.0874,
  "homo_lumo_gap_ha": 0.3138,
  "e_lumo_ha": 0.019,
  "charge": 0,
  "symbols": ["C", "C", "C", "C", "O", "C", "H", "H", "H", "H", "H", "H", "H", "H", "H", "H"],
  "coordinates": [[1.358, -1.733, -0.389], [0.467, 0.028, 0.467], [-0.033, 0.840, 1.708], [-0.438, -0.098, -0.705], [-0.484, -1.174, -1.290], [-1.447, 0.919, -1.151], [2.061, -1.167, -1.011], [1.020, -2.609, -0.953], [1.707, -1.974, 0.584], [1.507, 0.307, 0.357], [-1.123, 0.822, 1.779], [0.278, 1.906, 1.649], [0.346, 0.508, 2.686], [-2.350, 0.644, -0.601], [-1.140, 1.936, -0.920], [-1.729, 0.845, -2.210]],
  "mulliken_charge": [-0.852, -0.147, -1.257, 0.785, -0.512, -1.195, 0.342, 0.275, 0.307, 0.297, 0.322, 0.293, 0.350, 0.304, 0.325, 0.363]
}


[3]
{
  "formula": "C5H10O",
  "method": "the ωB97M-V functional and the def2-TZVPD basis",
  "e_above_lowest_ev": 0.714,
  "total_energy_ev": -7394.0512,
  "homo_lumo_gap_ha": 0.3980,
  "e_lumo_ha": 0.039,
  "charge": 0,
  "symbols": ["C", "C", "C", "C", "C", "O", "H", "H", "H", "H", "H", "H", "H", "H", "H", "H"],
  "coordinates": [[1.774, 0.919, 1.091], [1.069, 0.334, -0.131], [-0.442, 0.477, -0.010], [-1.242, -0.420, -0.996], [-1.776, -1.669, -0.365], [-1.182, -2.705, -0.381], [2.847, 0.747, 1.078], [1.369, 0.573, 2.045], [1.529, 1.951, 1.146], [1.428, 0.890, -0.998], [1.328, -0.720, -0.236], [-0.729, 0.242, 1.011], [-0.750, 1.486, -0.284], [-2.024, 0.158, -1.494], [-0.567, -0.685, -1.804], [-2.632, -1.578, 0.330]],
  "mulliken_charge": [-1.354, -0.320, -0.602, -0.691, -0.043, -0.451, 0.341, 0.360, 0.360, 0.274, 0.363, 0.366, 0.327, 0.381, 0.331, 0.358]
}


[4]
{
  "formula": "C5H10O",
  "method": "the ωB97M-V functional and the def2-TZVPD basis",
  "e_above_lowest_ev": 1.900,
  "total_energy_ev": -7392.8649,
  "homo_lumo_gap_ha": 0.3884,
  "e_lumo_ha": 0.031,
  "charge": 0,
  "symbols": ["C", "C", "C", "C", "C", "O", "H", "H", "H", "H", "H", "H", "H", "H", "H", "H"],
  "coordinates": [[2.412, 0.204, -0.006], [1.189, 0.494, -0.448], [-0.320, -0.007, 0.198], [-0.702, -1.372, -0.344], [-1.365, 1.058, -0.081], [0.060, -0.036, 1.509], [2.564, -0.337, 0.924], [3.301, 0.529, -0.540], [1.088, 1.045, -1.381], [-1.686, -1.669, 0.034], [-0.739, -1.360, -1.438], [0.008, -2.135, -0.016], [-1.080, 2.010, 0.376], [-1.512, 1.197, -1.156], [-2.323, 0.763, 0.363], [-0.894, -0.382, 2.007]],
  "mulliken_charge": [-0.645, -0.477, 1.286, -1.388, -1.607, -0.568, 0.257, 0.268, 0.257, 0.373, 0.351, 0.363, 0.371, 0.369, 0.416, 0.375]
}


Number 3 is which compound?
C5H10O


Which formula does entry 1 have?
C5H10O